Entry 1:
C35H30F3N4O6ReSTe | ωB97M-V/def2-TZVPD

Structure (XYZ):
```
81
Properties=species:S:1:pos:R:3:forces:R:3:mulliken_charge:R:1
Re -0.8462 0.5556 0.5979 0.21 -0.10 -0.69 -0.295
C 4.5550 -1.1451 5.9756 0.02 -0.01 0.00 -1.524
C 3.3717 -0.4615 5.3545 -0.03 -0.02 0.02 0.951
C 2.0782 -0.9416 5.5623 -0.01 -0.01 -0.02 -0.983
C 0.9794 -0.2951 5.0244 0.00 0.04 0.02 -0.162
C 1.1757 0.8405 4.2457 0.06 0.08 0.09 -0.094
C 2.4522 1.3474 4.0343 0.00 -0.08 0.07 -0.197
C 3.5398 0.6905 4.5915 -0.06 0.07 -0.07 -0.867
S -0.1950 1.7084 3.5650 -0.11 -0.05 -0.07 1.211
O 0.3080 2.6743 2.6332 0.05 0.05 0.08 -0.631
O -1.0907 2.0937 4.6091 0.06 0.02 0.03 -0.730
N -1.0021 0.6027 2.5830 0.08 -0.05 0.00 0.314
C -1.8844 -0.3722 3.1276 0.10 0.06 0.02 -0.064
C -2.5257 -0.3796 4.3430 -0.06 -0.08 -0.04 -0.671
C -3.3333 -1.4790 4.7131 0.04 0.00 -0.09 -0.924
C -3.4971 -2.5562 3.8893 0.04 0.04 -0.01 -0.965
C -2.8643 -2.5678 2.6229 -0.09 -0.04 0.07 0.708
C -2.9611 -3.6355 1.7076 0.00 -0.01 0.02 -0.637
C -2.3076 -3.5717 0.5058 0.07 0.13 -0.01 -1.170
C -1.5843 -2.4190 0.1871 -0.12 -0.15 0.15 0.007
N -1.4773 -1.3934 1.0215 0.21 -0.07 -0.07 -0.090
C -2.0824 -1.4653 2.2528 -0.05 0.00 0.04 0.762
H 4.3207 -2.1701 6.2575 0.00 0.00 0.00 0.376
H 4.8664 -0.6148 6.8774 0.00 0.00 0.00 0.321
H 5.4056 -1.1575 5.2946 0.00 0.00 0.01 0.383
H 1.9313 -1.8281 6.1667 0.00 0.00 0.00 0.408
H -0.0176 -0.6675 5.2190 0.01 0.00 0.00 0.429
H 2.5809 2.2486 3.4527 0.01 0.04 -0.02 0.613
H 4.5364 1.0873 4.4391 0.00 0.01 -0.01 0.438
H -2.4205 0.4553 5.0159 0.00 0.02 0.03 0.741
H -3.8246 -1.4535 5.6757 -0.01 0.00 0.01 0.459
H -4.1044 -3.4011 4.1844 -0.01 0.00 0.01 0.449
H -3.5526 -4.5038 1.9698 -0.01 0.00 0.00 0.480
H -2.3617 -4.3741 -0.2145 0.01 0.00 0.00 0.471
H -1.0872 -2.3206 -0.7625 0.06 0.01 -0.09 0.698
O -3.0435 -0.6356 -1.5205 -0.18 -0.03 0.11 -0.607
C -2.0174 -0.3344 -2.0858 0.24 0.09 0.02 -0.445
N -1.7810 -0.2603 -3.4160 -0.03 -0.15 -0.04 0.026
C -0.4568 0.2504 -3.7389 -0.03 -0.03 -0.03 3.779
C 0.1064 0.3772 -2.3210 0.36 0.01 -0.02 -0.980
O 1.2337 0.7498 -2.0524 -0.01 0.37 -0.40 -0.592
N -0.8132 0.0024 -1.4054 -0.36 -0.07 0.27 1.348
C 0.4100 -0.7534 -4.4922 -0.01 0.04 0.02 -0.860
C -0.0048 -2.0635 -4.6844 -0.01 0.00 -0.02 -0.366
C 0.8238 -2.9716 -5.3337 -0.01 -0.01 0.00 -0.975
C 2.0725 -2.5767 -5.7818 0.02 0.01 0.00 -0.439
C 2.4946 -1.2675 -5.5813 0.00 -0.01 0.00 -0.997
C 1.6693 -0.3596 -4.9409 -0.02 -0.01 0.00 -0.050
C -0.5665 1.6183 -4.4057 -0.01 -0.07 -0.05 -0.125
C -0.7259 2.7613 -3.6310 -0.01 0.06 0.02 -0.411
C -0.9383 3.9914 -4.2339 -0.01 0.00 0.02 -0.947
C -0.9973 4.0858 -5.6166 0.00 0.01 -0.01 -0.512
C -0.8460 2.9472 -6.3936 0.00 -0.02 0.01 -0.915
C -0.6310 1.7155 -5.7914 0.00 0.02 0.04 -0.296
H -2.5332 -0.3145 -4.0829 -0.01 0.06 0.02 0.303
H -0.9805 -2.3796 -4.3395 0.00 0.00 0.00 0.465
H 0.4855 -3.9870 -5.4926 0.00 0.00 0.00 0.442
H 2.7151 -3.2821 -6.2913 0.00 0.00 0.00 0.432
H 3.4676 -0.9513 -5.9336 0.00 0.00 0.00 0.427
H 1.9962 0.6610 -4.7944 0.00 0.02 0.01 0.552
H -0.6890 2.7097 -2.5486 0.01 0.01 -0.02 0.302
H -1.0612 4.8722 -3.6180 0.00 0.01 0.00 0.494
H -1.1625 5.0455 -6.0877 0.00 0.00 0.00 0.423
H -0.8942 3.0146 -7.4722 0.00 0.00 0.00 0.416
H -0.5070 0.8324 -6.4040 0.01 -0.04 -0.02 0.479
F -4.5452 3.0065 0.6094 0.04 0.03 -0.11 -0.242
C -3.3535 2.5875 0.9648 0.03 0.00 0.04 0.899
F -3.1271 2.9186 2.2303 0.07 0.09 0.10 -0.230
F -3.3654 1.2140 0.9179 0.15 -0.10 -0.11 -0.114
C -2.2249 3.1348 0.0416 -0.18 -0.27 0.08 0.428
O -2.3265 4.1797 -0.5016 -0.07 0.35 -0.09 -0.504
O -1.1736 2.3230 -0.0850 0.05 0.05 0.16 -0.368
C 3.5319 0.4567 -0.7845 -0.23 -0.27 -0.20 -1.223
Te 1.8879 0.8708 0.5024 -0.31 0.03 0.60 0.488
C 2.2915 -0.9185 1.5702 0.06 0.01 0.09 -1.090
H 4.3875 0.4619 -0.1089 -0.03 -0.01 0.02 0.441
H 3.5962 1.2663 -1.5024 0.00 0.00 -0.01 0.351
H 3.4302 -0.4968 -1.2947 0.01 0.02 0.00 0.391
H 2.0455 -1.7528 0.9159 0.03 0.01 0.01 0.552
H 1.6892 -0.9451 2.4715 -0.02 -0.06 0.05 0.151
H 3.3497 -0.9346 1.8213 -0.01 -0.01 0.02 0.483
```
Positions in Å, forces in eV/Å.

Energy above the lowest of the compared OMol25 structures with the same formula, charge and spin ... 100.65 kJ/mol
Total charge ... +1
Gap between HOMO and LUMO (spin up / spin down) ... 0.2449 / 0.2493 hartree
Spin multiplicity ... 2
Expectation value of S² ... 0.77
Highest occupied orbital energy (spin up / spin down) ... -0.414 / -0.413 Eh

***

Entry 2:
C43H36Cl2MoN10O4S3 | ωB97M-V/def2-TZVPD

Structure (XYZ):
```
99
Properties=species:S:1:pos:R:3:forces:R:3:mulliken_charge:R:1
Mo -0.3175 -0.7015 0.4679 0.39 0.04 -0.21 -0.042
C 2.8557 -3.5315 2.1590 0.03 0.04 0.03 -1.487
C 1.9935 -2.8085 1.1575 -0.10 0.12 0.03 -0.610
N 1.2339 -1.8301 1.5518 0.12 -0.30 0.22 2.098
N 1.4180 -1.5204 2.9135 0.01 0.02 -0.09 -1.140
C 1.3578 -0.2489 3.1123 0.09 0.12 0.08 0.540
S 0.9611 0.9480 1.9568 -0.17 -0.20 -0.09 -0.412
S 1.8583 0.2995 4.7403 0.00 0.00 -0.05 -0.272
C 3.4996 -0.5069 4.7824 -0.11 -0.09 0.05 -0.999
C 4.4662 0.1381 3.8359 0.01 0.02 -0.02 0.410
C 4.4675 -0.2028 2.4860 -0.05 -0.01 -0.06 0.497
C 5.3202 0.4330 1.5981 0.02 0.02 -0.02 -1.061
C 6.1900 1.4149 2.0486 0.02 0.01 -0.03 -0.512
C 6.1984 1.7597 3.3924 0.03 0.03 0.00 -0.572
C 5.3390 1.1275 4.2765 0.00 -0.03 0.00 -0.673
C 2.0760 -3.1527 -0.2554 -0.03 0.08 -0.06 1.098
C 2.5511 -4.3980 -0.7026 -0.04 0.07 0.03 -0.923
C 2.7814 -4.6489 -2.0347 0.02 0.00 0.01 -1.171
C 2.5775 -3.6213 -2.9623 -0.02 0.03 -0.01 -0.718
C 2.1103 -2.3945 -2.5635 -0.01 -0.01 0.08 -0.726
C 1.7933 -2.1370 -1.2080 -0.01 0.00 0.06 0.141
O 1.2812 -0.9884 -0.8745 -0.04 -0.19 0.04 1.152
H 3.5898 -2.8465 2.5888 -0.06 -0.14 -0.03 0.074
H 3.3918 -4.3555 1.7038 0.02 -0.05 -0.04 0.492
H 2.2453 -3.8861 2.9903 -0.01 -0.01 0.00 0.313
H 3.3421 -1.5572 4.5477 0.01 -0.01 0.03 0.230
H 3.8466 -0.4274 5.8128 -0.02 0.04 0.02 0.543
H 3.7729 -0.9494 2.1191 0.10 0.15 0.00 0.458
H 5.2929 0.1674 0.5496 0.00 0.00 -0.03 0.467
H 6.8528 1.9147 1.3542 0.01 0.01 -0.01 0.404
H 6.8708 2.5287 3.7516 0.01 0.01 0.00 0.369
H 5.3373 1.4092 5.3224 0.00 0.01 0.04 0.368
H 2.7202 -5.1935 0.0101 0.02 -0.02 0.06 0.402
H 3.1246 -5.6227 -2.3579 -0.01 -0.01 0.00 0.378
H 2.7694 -3.8015 -4.0132 0.01 0.00 -0.02 0.444
H 1.9098 -1.6119 -3.2826 0.01 0.01 -0.01 0.421
N -1.4714 2.5700 0.7334 -0.03 0.06 -0.03 0.166
C -2.2114 1.7939 1.5097 -0.03 -0.09 0.08 -0.225
N -3.1886 2.3839 2.2135 -0.12 -0.01 0.10 -0.713
C -3.8963 1.5947 3.0036 0.13 0.07 -0.15 0.124
N -4.9237 2.1597 3.6987 0.00 0.07 0.05 -0.424
N -3.7133 0.2806 3.1660 0.22 -0.14 -0.14 -0.769
C -2.7282 -0.2099 2.4251 0.11 0.21 -0.10 0.224
N -1.9307 0.4609 1.5911 -0.36 -0.11 0.44 1.123
C -2.4390 -1.6470 2.5332 0.11 -0.08 -0.04 0.392
C -3.2382 -2.4850 3.3050 0.16 0.10 -0.14 -1.122
C -2.9450 -3.8308 3.3384 0.21 -0.06 -0.16 -0.707
C -1.8670 -4.2886 2.5834 -0.11 0.11 0.08 -1.167
C -1.1255 -3.3884 1.8447 -0.01 -0.09 -0.01 -0.490
N -1.3778 -2.0727 1.8299 -0.38 -0.03 0.22 1.037
H -1.7911 3.5135 0.6044 0.00 0.01 0.00 0.317
H -0.9361 2.1140 -0.0016 0.01 -0.02 -0.02 -0.301
H -4.9012 3.1620 3.7718 -0.01 -0.01 0.00 0.275
H -5.2611 1.6393 4.4893 -0.01 -0.01 -0.03 0.263
H -4.0684 -2.0482 3.8371 -0.02 0.01 0.01 0.545
H -3.5474 -4.5153 3.9204 0.00 -0.02 0.01 0.414
H -1.6060 -5.3362 2.5454 0.00 -0.04 0.01 0.491
H -0.3154 -3.7249 1.2139 -0.08 0.02 0.04 0.517
O -3.4383 -0.9431 0.0254 -0.01 0.09 0.13 -0.374
N -3.8234 -1.7811 -0.8744 -0.11 -0.04 -0.05 0.131
C -5.1449 -1.8533 -1.1640 -0.12 -0.03 -0.04 -0.196
C -5.6510 -2.7315 -2.0850 0.06 -0.01 0.01 -0.762
C -4.7638 -3.5799 -2.7508 -0.05 0.06 0.05 -0.409
C -3.4260 -3.4869 -2.4629 0.00 -0.02 -0.06 -0.882
C -2.9205 -2.5729 -1.5234 0.13 -0.03 -0.08 0.502
S -1.2328 -2.4682 -1.2462 0.09 0.04 0.07 -0.237
H -5.7353 -1.1537 -0.5927 -0.01 0.00 0.00 0.429
H -6.7138 -2.7451 -2.2735 -0.04 0.00 -0.01 0.403
H -5.1173 -4.2907 -3.4843 -0.02 -0.03 -0.03 0.366
H -2.7005 -4.1139 -2.9610 0.01 -0.01 -0.01 0.495
Cl -0.4885 3.0480 -6.5034 -0.01 -0.03 -0.08 -0.283
C -1.5375 3.6175 -5.2272 -0.04 -0.06 -0.06 0.950
C -2.8956 3.5604 -5.4400 -0.08 0.01 0.00 -0.696
C -3.7620 3.9696 -4.4410 0.04 -0.02 -0.06 -0.489
C -3.2368 4.4520 -3.2597 0.00 0.01 0.02 -0.777
C -1.8693 4.5167 -3.0701 0.07 0.02 0.00 1.118
Cl -1.3306 5.2114 -1.5660 0.07 0.01 0.01 -0.217
C -0.9567 4.0652 -4.0326 -0.02 -0.11 0.05 -0.920
N 0.4239 4.0668 -3.9169 0.07 0.08 -0.05 -0.223
C 1.1397 3.7556 -2.7086 0.02 -0.17 0.06 -0.171
C 1.8247 4.7791 -2.0678 0.02 0.01 -0.04 -0.511
C 2.5576 4.5275 -0.9233 0.03 0.03 0.04 -0.677
C 2.6296 3.2335 -0.4256 0.02 0.01 -0.01 -1.081
C 1.9848 2.2047 -1.0877 -0.02 0.05 -0.04 -0.725
C 1.2266 2.4420 -2.2361 0.00 0.02 0.01 0.351
C 0.5169 1.2762 -2.8800 -0.09 -0.01 -0.01 0.529
C -0.8571 1.0596 -2.2216 -0.05 -0.09 -0.17 -0.185
O -1.8835 1.3390 -2.8184 0.03 -0.03 -0.08 -0.732
O -0.8096 0.6686 -0.9938 0.16 0.33 0.08 0.890
H -3.2631 3.1726 -6.3788 -0.02 -0.01 -0.02 0.395
H -4.8303 3.9054 -4.5800 -0.06 0.00 -0.01 0.373
H -3.8811 4.7845 -2.4586 -0.02 0.01 0.01 0.385
H 0.8446 3.6195 -4.7225 -0.03 0.12 0.12 0.410
H 1.7482 5.7794 -2.4728 -0.01 0.02 -0.02 0.441
H 3.0688 5.3376 -0.4202 0.02 0.03 0.02 0.379
H 3.1851 3.0184 0.4777 0.02 -0.01 0.04 0.557
H 2.0508 1.1923 -0.7142 0.01 -0.05 0.01 0.954
H 1.1131 0.3812 -2.6992 -0.11 0.05 -0.04 -1.079
H 0.3591 1.4123 -3.9499 0.02 0.07 0.03 0.613
```
Positions in Å, forces in eV/Å.

Energy above the lowest of the compared OMol25 structures with the same formula, charge and spin ... 100.76 kJ/mol
Total charge ... -1
Gap between HOMO and LUMO (spin up / spin down) ... 0.2299 / 0.2101 hartree
Spin multiplicity ... 2
Expectation value of S² ... 0.76
Highest occupied orbital energy (spin up / spin down) ... -0.147 / -0.137 Eh

***

Entry 3:
C3H6NOS | ωB97M-V/def2-TZVPD

Structure (XYZ):
```
12
Properties=species:S:1:pos:R:3:forces:R:3:mulliken_charge:R:1
C 2.2620 0.4226 0.4536 -1.18 2.59 0.86 0.713
C 0.3540 -0.7719 -0.7246 -0.04 0.94 -0.50 -0.564
C -0.2374 -0.1554 0.5337 0.80 -0.23 -0.20 -0.718
N -1.5405 0.5524 0.1855 1.14 0.33 2.81 -0.251
O 2.6051 1.4579 0.7594 0.26 -0.18 0.32 -0.157
S 2.1712 -1.0147 -0.2315 -0.70 -2.68 -1.69 -0.016
H -0.0458 -1.7206 -1.0999 0.49 -0.28 0.14 0.417
H 0.3152 -0.0488 -1.5956 0.43 -0.75 0.85 0.388
H -0.5029 -0.9337 1.2236 0.11 -0.29 0.60 0.219
H -1.5635 1.3304 0.8615 0.19 0.43 -1.15 0.353
H -2.4182 0.1243 0.3974 -0.79 -1.21 -0.52 0.326
H -1.3991 0.7575 -0.7631 -0.71 1.33 -1.52 0.290
```
Positions in Å, forces in eV/Å.

Energy above the lowest of the compared OMol25 structures with the same formula, charge and spin ... 276.77 kJ/mol
Total charge ... +1
Gap between HOMO and LUMO (spin up / spin down) ... 0.2714 / 0.2714 hartree
Highest occupied orbital energy (spin up / spin down) ... -0.451 / -0.451 Eh

***

Entry 4:
C13H32N8ORh | ωB97M-V/def2-TZVPD

Structure (XYZ):
```
55
Properties=species:S:1:pos:R:3:forces:R:3:mulliken_charge:R:1
Rh -0.5445 0.2531 -0.1641 -1.94 2.74 1.79 0.528
C -3.5349 -0.4942 -0.3744 0.05 -0.14 0.05 -0.721
C -3.7376 0.8212 0.3223 -0.09 0.24 0.12 -0.827
N -2.4438 1.5558 0.3313 -0.05 -0.41 -0.34 -0.155
C -2.1315 2.2905 1.5874 -0.09 0.05 -0.15 -0.808
C -0.9219 1.6925 2.3085 0.01 0.12 0.22 -0.531
N -0.7656 0.2684 1.9528 0.52 0.09 -1.11 0.052
C -1.8581 -0.6173 2.4678 -0.11 -0.05 0.13 -0.854
C -2.1956 -1.6786 1.4566 -0.20 -0.20 -0.06 -0.586
N -2.2755 -1.1284 0.0824 0.65 -0.48 -0.27 0.042
H -3.4380 -0.3353 -1.4499 0.02 -0.06 -0.02 0.405
H -4.3859 -1.1603 -0.2149 0.01 -0.03 0.02 0.401
H -4.0814 0.6822 1.3441 0.03 0.00 0.03 0.291
H -4.5112 1.3955 -0.1872 -0.01 0.04 0.02 0.459
H -2.4553 2.2019 -0.4458 -0.29 0.12 0.05 0.432
H -3.0160 2.2995 2.2210 0.00 -0.03 0.04 0.408
H -1.9055 3.3323 1.3665 -0.08 0.03 -0.01 0.450
H -1.0259 1.8141 3.3887 -0.02 -0.09 0.02 0.465
H -0.0082 2.2004 2.0089 0.04 -0.04 0.04 0.251
H 0.1334 -0.0640 2.2923 0.02 -0.02 0.07 0.417
H -2.7079 0.0039 2.7371 0.03 0.05 -0.07 0.254
H -1.5306 -1.1104 3.3836 0.09 0.15 0.08 0.536
H -3.1178 -2.1977 1.7304 -0.01 0.02 0.05 0.428
H -1.3922 -2.4145 1.4389 -0.03 -0.05 -0.05 0.347
H -2.1028 -1.9051 -0.5454 0.02 -0.05 0.03 0.166
C 4.8991 1.1137 -0.0718 -0.07 -0.03 -0.04 -0.999
N 3.7021 0.2656 -0.2457 0.31 -0.09 0.01 0.053
C 3.9244 -1.1879 -0.2472 0.03 0.04 0.07 -1.039
C 2.4708 0.7464 -0.2176 -0.27 -0.08 0.08 0.663
N 1.3967 -0.0111 -0.1436 0.68 -1.17 0.04 -0.117
N 2.3214 2.1193 -0.2611 0.12 -0.01 0.13 -0.130
C 1.1714 2.7517 -0.6101 -0.09 0.13 -0.10 0.660
N 1.2676 4.0508 -0.8824 -0.04 0.02 0.03 -0.370
N 0.0351 2.0968 -0.6578 0.39 0.13 -0.15 -0.306
H 5.7604 0.5568 -0.4242 0.01 -0.02 -0.01 0.261
H 5.0577 1.3663 0.9764 -0.04 0.00 0.03 0.378
H 4.8539 2.0187 -0.6762 0.00 -0.04 -0.08 0.465
H 4.9089 -1.3805 -0.6609 0.02 0.01 0.00 0.347
H 3.2006 -1.6879 -0.8883 0.02 0.01 -0.04 0.408
H 3.8854 -1.6034 0.7610 -0.05 0.02 0.02 0.367
H 1.5837 -1.0032 -0.1059 0.20 -0.03 0.05 -0.169
H 3.1572 2.6770 -0.1889 0.04 0.02 -0.02 0.160
H 2.1502 4.5387 -0.8864 0.02 -0.02 -0.06 0.202
H 0.4678 4.5869 -1.1802 -0.01 0.02 0.04 0.224
H -0.7233 2.6849 -0.9678 0.02 0.05 -0.07 -0.009
C 0.4245 -4.3286 -1.5781 0.01 -0.03 -0.06 -1.151
C 0.0509 -2.8860 -1.6547 0.15 -0.08 0.41 0.880
C -0.3592 -2.3247 -2.9748 -0.01 -0.02 -0.01 -1.207
O 0.0867 -2.1787 -0.6366 -0.01 -0.89 -0.86 -0.564
H 0.0751 -4.8921 -2.4402 0.01 -0.02 0.02 0.427
H 0.0571 -4.7705 -0.6529 -0.01 0.01 0.00 0.337
H 1.5171 -4.4000 -1.5503 -0.01 0.01 -0.04 0.314
H 0.4045 -2.5457 -3.7250 -0.02 -0.01 0.00 0.448
H -0.5273 -1.2487 -2.9269 0.00 0.03 0.00 0.217
H -1.2662 -2.8300 -3.3211 0.03 -0.01 -0.01 0.399
```
Positions in Å, forces in eV/Å.

Total charge ... +3
Gap between HOMO and LUMO (spin up / spin down) ... 0.2656 / 0.2673 hartree
Highest occupied orbital energy (spin up / spin down) ... -0.669 / -0.669 Eh

***

| no. | total energy (eV) |
| --- | --- |
| 1 | -83434.091 |
| 2 | -127678.444 |
| 3 | -17570.551 |
| 4 | -30951.159 |